Entry 1:
Density functional theory data (wB97M-V/def2-TZVPD) for a cluster of 2 separate species, C4H8N2OS in total.

Frontier orbital gap, eV: 8.81
E_tot, hartree: -740.0408
Energy above the lowest of the compared OMol25 structures with the same formula, charge and spin, eV: 3.2975
Charge: 0

XYZ file:
```
16
Properties=species:S:1:pos:R:3:nbo_charge:R:1
N 1.25 -1.29 -0.40 -0.822
C 0.39 -0.43 0.34 0.035
C 0.57 0.92 0.42 -0.524
S 2.21 1.57 0.07 0.304
N 2.97 1.72 1.65 -0.989
H 2.12 -0.93 -0.57 0.407
H 0.84 -2.17 -0.38 0.399
H -0.61 -0.81 0.62 0.215
H -0.10 1.77 0.94 0.233
H 2.99 2.63 2.15 0.367
H 4.02 1.56 1.44 0.368
C -3.63 -0.63 -1.61 -0.776
C -2.88 -1.27 -0.77 0.731
O -2.33 -1.94 0.00 -0.477
H -3.13 0.07 -2.25 0.265
H -4.66 -0.75 -1.62 0.264
```

Entry 2:
Density functional theory data (wB97M-V/def2-TZVPD) for the molecule C29H39O3P.

Frontier orbital gap, eV: 7.69
E_tot, hartree: -1695.4917
Charge: 0

XYZ file:
```
72
Properties=species:S:1:pos:R:3:lowdin_charge:R:1
C 3.23 0.94 5.79 -0.179
C 3.91 1.73 4.66 -0.469
P 3.84 0.70 3.14 0.979
C 5.23 -0.46 3.51 -0.266
C 4.57 1.81 1.88 -0.297
C 4.97 3.12 2.20 -0.072
C 5.47 3.98 1.24 -0.053
C 5.60 3.57 -0.07 -0.003
C 5.19 2.30 -0.42 -0.085
C 4.67 1.42 0.54 -0.101
C 4.19 0.09 0.08 -0.291
O 4.22 -0.89 0.79 0.082
C 3.62 0.07 -1.30 -0.069
C 2.59 -0.80 -1.62 0.051
C 2.04 -0.80 -2.90 -0.186
C 0.89 -1.70 -3.29 -0.155
C 1.00 -3.13 -2.73 -0.175
C 0.42 -3.38 -1.31 -0.194
C -0.38 -2.26 -0.65 -0.228
C -1.86 -2.21 -1.06 -0.200
C -2.70 -1.30 -0.14 -0.192
C -3.93 -1.97 0.49 -0.208
C -5.26 -1.48 -0.10 -0.214
C -5.61 -0.06 0.35 -0.206
C -7.12 0.26 0.26 -0.159
C -7.50 1.26 -0.84 -0.226
O -8.56 0.76 -1.64 -0.198
C -9.66 1.63 -1.78 -0.121
C 2.58 0.07 -3.85 -0.013
C 3.63 0.93 -3.55 0.009
C 4.15 0.94 -2.26 -0.089
C 5.26 1.84 -1.85 -0.289
O 6.15 2.19 -2.59 0.127
H 3.50 1.35 6.77 0.067
H 2.15 0.96 5.68 0.066
H 3.53 -0.11 5.78 0.054
H 3.37 2.66 4.49 0.069
H 4.94 1.96 4.94 0.077
H 5.54 -0.34 4.55 0.033
H 4.90 -1.48 3.33 0.027
H 6.06 -0.25 2.84 0.041
H 4.89 3.46 3.22 0.084
H 5.78 4.98 1.53 0.108
H 6.01 4.23 -0.83 0.122
H 2.25 -1.48 -0.86 0.117
H 0.91 -1.76 -4.38 0.111
H -0.06 -1.25 -3.03 0.105
H 2.05 -3.41 -2.77 0.112
H 0.49 -3.80 -3.43 0.104
H -0.25 -4.24 -1.38 0.102
H 1.23 -3.70 -0.66 0.103
H -0.35 -2.42 0.43 0.116
H 0.05 -1.27 -0.82 0.098
H -2.27 -3.22 -1.08 0.104
H -1.91 -1.80 -2.07 0.100
H -3.00 -0.41 -0.69 0.101
H -2.05 -0.93 0.66 0.104
H -3.94 -1.76 1.56 0.103
H -3.84 -3.05 0.36 0.100
H -5.18 -1.51 -1.19 0.119
H -6.06 -2.15 0.21 0.106
H -5.06 0.66 -0.25 0.097
H -5.28 0.06 1.39 0.107
H -7.47 0.65 1.22 0.106
H -7.68 -0.65 0.04 0.107
H -6.63 1.44 -1.50 0.116
H -7.78 2.23 -0.41 0.113
H -9.97 2.04 -0.81 0.086
H -10.48 1.06 -2.19 0.085
H -9.43 2.46 -2.46 0.085
H 2.17 0.07 -4.85 0.114
H 4.04 1.58 -4.31 0.122
```

Entry 3:
Density functional theory data (wB97M-V/def2-TZVPD) for a structure of composition C29H37N2.

Frontier orbital gap, eV: 7.15
E_tot, hartree: -1236.4551
Energy above the lowest of the compared OMol25 structures with the same formula, charge and spin, eV: 1.1108
Charge: +1

XYZ file:
```
68
Properties=species:S:1:pos:R:3:nbo_charge:R:1
C 4.01 -3.27 1.27 -0.403
C 3.05 -4.16 2.05 -0.406
C 1.59 -3.97 1.65 -0.206
N 1.19 -2.62 1.29 -0.406
C -0.14 -2.41 0.92 0.292
C -0.66 -1.19 0.55 -0.149
C -2.11 -0.92 0.58 -0.451
C -2.99 -2.02 1.22 -0.379
C -2.50 -3.41 0.83 -0.394
C -1.02 -3.61 1.19 -0.448
C 2.13 -1.56 1.05 -0.195
C 3.58 -1.82 1.47 -0.402
H 5.02 -3.40 1.64 0.229
H 4.00 -3.53 0.20 0.201
H 3.30 -5.21 1.91 0.230
H 3.15 -3.93 3.12 0.206
H 1.38 -4.65 0.80 0.187
H 0.97 -4.34 2.49 0.208
H -0.01 -0.28 0.78 0.219
H -2.28 0.00 1.15 0.225
H -2.51 -0.74 -0.42 0.217
H -2.98 -1.93 2.32 0.204
H -4.02 -1.90 0.88 0.229
H -3.09 -4.18 1.35 0.227
H -2.63 -3.57 -0.24 0.204
H -0.67 -4.48 0.61 0.242
H -0.98 -3.86 2.27 0.236
H 2.14 -1.32 -0.02 0.168
H 1.82 -0.66 1.60 0.193
H 3.68 -1.56 2.53 0.208
H 4.21 -1.14 0.90 0.224
C 1.05 -0.77 -2.87 -0.657
C -0.03 0.21 -2.64 0.288
N -0.76 0.71 -3.68 -0.338
C -0.58 0.32 -5.07 -0.411
C -1.67 1.65 -3.21 0.204
C -1.53 1.71 -1.79 -0.097
C -2.28 2.66 -1.08 -0.192
C -3.09 3.54 -1.80 -0.217
C -3.20 3.47 -3.20 -0.201
C -2.52 2.48 -3.93 -0.245
C -0.47 0.79 -1.44 -0.183
C 0.20 0.63 -0.15 -0.096
C 0.26 1.87 0.70 -0.020
C 0.50 3.13 0.12 -0.192
C 0.58 4.26 0.93 -0.204
C 0.54 4.16 2.33 0.019
C 0.64 5.41 3.14 -0.640
C 0.39 2.90 2.90 -0.196
C 0.25 1.76 2.10 -0.239
H 1.67 -0.88 -1.97 0.222
H 0.60 -1.76 -3.08 0.244
H 1.74 -0.52 -3.70 0.244
H -1.33 0.84 -5.67 0.230
H 0.42 0.60 -5.42 0.216
H -0.71 -0.76 -5.20 0.217
H -2.22 2.70 0.01 0.225
H -3.66 4.30 -1.27 0.226
H -3.83 4.18 -3.73 0.228
H -2.63 2.34 -5.00 0.220
H 1.24 0.39 -0.43 0.251
H 0.61 3.21 -0.96 0.233
H 0.67 5.24 0.46 0.227
H 0.74 5.18 4.20 0.223
H 1.51 6.01 2.85 0.231
H -0.24 6.06 3.02 0.233
H 0.37 2.80 3.99 0.223
H 0.13 0.79 2.60 0.215
```

Entry 4:
Density functional theory data (wB97M-V/def2-TZVPD) for a structure of composition C18H37NO7.

Frontier orbital gap, eV: 4.92
E_tot, hartree: -1288.3273
Energy above the lowest of the compared OMol25 structures with the same formula, charge and spin, eV: 28.9581
Charge: 0

XYZ file:
```
63
Properties=species:S:1:pos:R:3:nbo_charge:R:1
C -0.22 1.77 -2.21 -0.632
C -1.66 2.10 -1.85 0.718
O -2.35 2.92 -2.47 -0.546
N -2.29 1.36 -0.74 -0.697
H -1.56 0.81 -0.20 0.426
H -3.07 1.90 0.00 0.547
C -3.10 0.19 -1.15 -0.409
H 0.18 2.53 -2.32 0.166
H -0.28 1.03 -3.04 0.255
H 0.38 1.53 -1.16 0.218
H -3.32 -0.39 -0.37 0.199
H -2.66 -0.36 -2.03 0.243
H -3.84 0.87 -1.43 0.207
O -0.52 0.30 -0.95 -1.025
H 0.45 0.20 -0.71 0.463
C -1.08 -1.25 3.07 -0.636
C 0.22 -1.34 2.18 0.087
C 1.36 -2.30 2.68 -0.650
O -0.17 -1.72 0.97 -0.724
H -1.59 -2.33 3.02 0.217
H -1.72 -0.44 2.74 0.195
H -0.91 -1.14 4.18 0.212
H 0.80 -0.44 2.23 0.153
H 2.16 -2.36 1.89 0.225
H 0.92 -3.34 2.91 0.214
H 1.97 -1.89 3.58 0.218
H -0.18 -0.79 0.49 0.479
C -0.93 -3.66 -2.04 -0.646
C -0.53 -2.73 -0.86 0.089
C 0.88 -3.04 -0.29 -0.625
O -0.55 -1.36 -1.31 -0.757
H -0.86 -4.65 -1.67 0.193
H -0.12 -3.77 -2.70 0.218
H -2.03 -3.57 -2.18 0.213
H -1.18 -2.93 -0.23 0.135
H 1.09 -3.94 0.03 0.194
H 1.07 -2.32 0.47 0.235
H 1.64 -2.99 -1.22 0.150
H -0.36 -0.82 -0.60 0.417
C -1.28 3.70 1.76 -0.650
C -1.81 2.25 2.05 0.067
C -3.09 2.28 2.92 -0.612
O -2.26 1.79 0.86 -0.696
H -0.54 3.75 0.88 0.212
H -0.69 4.11 2.61 0.219
H -2.06 4.46 1.52 0.217
H -1.16 1.82 2.60 0.180
H -3.52 1.31 2.96 0.214
H -3.78 2.98 2.42 0.203
H -2.77 2.74 3.88 0.218
H -1.52 1.49 0.46 0.494
C 4.96 0.77 -2.85 -0.247
C 5.27 1.30 -1.49 -0.191
C 4.22 1.01 -0.41 0.437
O 4.23 1.75 0.57 -0.494
C 3.17 0.16 -0.69 -0.262
C 2.89 -0.38 -2.06 -0.143
C 3.82 -0.12 -3.16 0.431
O 3.64 -0.55 -4.27 -0.464
H 5.75 0.91 -3.71 0.241
H 5.95 2.04 -1.22 0.228
H 2.39 -0.16 -0.09 0.213
H 2.11 -1.06 -2.20 0.243
```

Entry 5:
Density functional theory data (wB97M-V/def2-TZVPD) for a cluster of 12 separate species, C38H80Cl4O12 in total.

2S+1: 2
Frontier orbital gap (spin up / spin down), eV: 1.52 / 9.76
E_tot, hartree: -4239.2572
Charge: -1

XYZ file:
```
134
Properties=species:S:1:pos:R:3:lowdin_spin:R:1
C 24.32 1.32 -3.65 0.039
C 24.42 2.29 -4.78 0.038
C 24.47 3.70 -4.07 0.039
O 24.77 3.39 -2.72 0.012
C 25.10 1.98 -2.52 0.007
H 24.77 0.36 -3.88 0.008
H 23.29 1.22 -3.30 0.023
H 23.68 2.14 -5.56 0.013
H 25.38 2.18 -5.28 0.003
H 23.49 4.15 -4.14 0.016
H 25.19 4.38 -4.53 0.007
H 24.80 1.67 -1.52 0.002
H 26.19 1.97 -2.61 0.003
C 27.57 0.94 0.80 0.002
C 28.94 0.79 0.10 0.004
C 29.23 2.29 -0.25 0.003
O 28.67 2.99 0.91 0.002
C 27.49 2.37 1.39 0.003
H 27.54 0.26 1.65 0.001
H 26.79 0.72 0.07 0.001
H 28.84 0.09 -0.72 0.002
H 29.70 0.34 0.75 0.001
H 28.66 2.55 -1.15 0.001
H 30.26 2.56 -0.48 0.001
H 26.72 2.95 0.87 0.002
H 27.31 2.48 2.46 0.002
C 22.14 1.32 1.80 0.027
C 22.95 0.40 2.74 0.025
C 24.21 0.17 1.97 0.010
O 23.91 0.62 0.62 0.004
C 22.54 0.79 0.42 0.062
H 22.51 2.34 1.84 0.002
H 21.07 1.38 1.98 0.011
H 22.52 -0.60 2.70 0.010
H 22.98 0.81 3.74 0.007
H 24.57 -0.86 1.99 0.007
H 24.95 0.85 2.40 0.003
H 22.05 -0.13 0.11 0.022
H 22.30 1.54 -0.34 0.021
C 24.87 -4.22 -1.75 0.022
C 24.72 -2.75 -2.08 0.034
C 26.09 -2.18 -1.77 0.009
O 26.81 -3.14 -1.02 0.004
C 25.88 -4.16 -0.60 0.016
H 25.22 -4.77 -2.62 0.004
H 23.91 -4.63 -1.45 0.009
H 23.98 -2.37 -1.38 0.009
H 24.59 -2.54 -3.15 0.015
H 26.02 -1.39 -1.02 0.002
H 26.67 -1.81 -2.61 0.004
H 25.48 -3.84 0.37 0.007
H 26.39 -5.11 -0.44 0.004
C 28.02 5.35 -3.76 0.020
C 29.39 5.95 -3.89 0.021
C 30.22 5.23 -2.84 0.009
O 29.25 5.11 -1.80 0.001
C 27.92 5.19 -2.26 0.007
H 27.84 4.45 -4.36 0.003
H 27.37 6.19 -4.00 0.010
H 29.31 7.03 -3.79 0.005
H 29.76 5.73 -4.89 0.008
H 31.08 5.87 -2.63 0.003
H 30.51 4.21 -3.12 0.002
H 27.47 6.02 -1.71 0.004
H 27.36 4.28 -2.07 0.002
C 29.45 0.31 -4.15 0.012
C 29.02 1.56 -4.85 0.013
C 28.21 0.97 -6.08 0.021
O 28.54 -0.42 -6.12 0.013
C 29.62 -0.73 -5.21 0.018
H 28.63 -0.01 -3.50 0.003
H 30.28 0.61 -3.51 0.005
H 29.91 2.13 -5.09 0.005
H 28.40 2.17 -4.20 0.002
H 28.49 1.46 -7.01 0.007
H 27.15 1.05 -5.87 0.003
H 30.58 -0.81 -5.72 0.003
H 29.40 -1.75 -4.88 0.006
C 28.87 1.82 5.52 0.003
C 28.89 1.92 7.06 0.003
C 28.72 0.48 7.49 0.003
O 28.03 -0.16 6.35 0.006
C 28.50 0.39 5.15 0.004
H 29.81 2.14 5.08 0.000
H 28.20 2.52 5.03 0.001
H 27.95 2.39 7.35 0.001
H 29.76 2.48 7.41 0.000
H 28.13 0.35 8.39 0.001
H 29.62 -0.08 7.73 0.000
H 27.64 0.38 4.48 0.002
H 29.40 -0.11 4.79 0.000
C 28.25 -3.83 2.41 0.006
C 28.74 -2.49 1.92 0.002
C 30.19 -2.50 2.49 0.003
O 30.43 -3.89 2.96 0.001
C 29.49 -4.75 2.39 0.003
H 27.48 -4.28 1.78 0.001
H 27.87 -3.69 3.42 0.002
H 28.16 -1.66 2.31 0.001
H 28.64 -2.49 0.84 0.001
H 30.25 -1.80 3.33 0.000
H 30.93 -2.36 1.71 0.002
H 29.29 -5.72 2.84 0.001
H 29.80 -4.98 1.37 0.001
C 32.57 2.64 2.23 0.002
C 33.43 3.63 1.41 0.001
O 32.75 3.75 0.18 0.005
O 31.35 3.16 2.75 0.000
H 33.10 2.22 3.08 0.000
H 32.30 1.74 1.69 0.001
H 34.38 3.14 1.22 0.000
H 33.72 4.59 1.86 0.000
H 31.97 4.29 0.34 0.000
H 30.90 3.49 1.96 0.000
C 29.89 6.41 1.20 0.005
C 30.71 6.87 2.43 0.002
O 30.62 6.02 3.56 0.001
O 30.41 5.14 0.76 0.001
H 29.97 7.18 0.43 0.003
H 28.84 6.27 1.45 0.002
H 30.30 7.84 2.72 0.001
H 31.73 7.03 2.09 0.000
H 30.65 5.11 3.26 0.000
H 30.04 4.92 -0.10 0.000
C 26.91 5.65 4.72 0.007
Cl 25.52 5.62 5.82 0.015
Cl 26.84 7.00 3.48 0.011
H 27.81 5.79 5.31 0.001
H 26.99 4.67 4.26 0.001
C 24.12 4.77 0.61 0.019
Cl 24.47 6.49 0.10 0.043
Cl 24.77 4.50 2.21 0.020
H 23.06 4.54 0.54 0.013
H 24.62 4.10 -0.10 0.002
```

Q: What is the formula in the fifth record?
A: C38H80Cl4O12

Q: Which value of charge does entry 2 give?
A: 0